(1)
A structure of composition C31H32As2ClIN2O4W at a distorted geometry. Source: OMol25; level of theory: ωB97M-V with the def2-TZVPD basis set.

```
74
C31H32As2ClIN2O4W ωB97M-V with the def2-TZVPD basis set
W 0.669 0.498 -0.220
C -0.439 4.645 -1.588
C -0.573 4.363 -0.122
N -1.298 5.187 0.613
C -1.389 5.016 1.935
C -0.779 3.983 2.623
C -0.921 3.890 4.125
O 0.323 3.724 4.790
C -0.056 3.052 1.853
C 0.647 1.942 2.494
N 1.104 0.902 1.881
C 1.918 -0.034 2.613
C 1.498 -0.591 3.806
C 2.330 -1.487 4.467
C 3.561 -1.823 3.928
C 3.987 -1.261 2.729
C 3.159 -0.365 2.078
I 3.759 0.594 0.339
C 0.067 3.259 0.473
O 0.855 2.463 -0.257
H -0.320 5.716 -1.741
H -1.349 4.352 -2.118
H 0.413 4.125 -2.021
H -1.971 5.755 2.472
H -1.527 3.023 4.400
H -1.454 4.771 4.488
H 0.761 4.578 4.870
H 0.834 2.039 3.562
H 0.530 -0.336 4.219
H 2.014 -1.917 5.407
H 4.205 -2.522 4.443
H 4.954 -1.515 2.318
C -2.047 -0.988 2.218
As -1.762 0.072 0.639
C -3.505 0.833 0.275
C -1.816 -1.304 -0.782
C -2.095 -2.643 -0.543
C -2.059 -3.574 -1.574
C -1.768 -3.175 -2.869
C -1.507 -1.837 -3.132
C -1.500 -0.908 -2.102
As -1.110 0.976 -2.345
C -2.720 1.710 -3.137
C 0.056 1.127 -3.886
H -1.220 -1.683 2.356
H -2.984 -1.527 2.084
H -2.131 -0.346 3.094
H -4.128 -0.003 -0.032
H -3.453 1.588 -0.499
H -3.910 1.299 1.172
H -2.354 -2.986 0.451
H -2.272 -4.614 -1.362
H -1.746 -3.900 -3.671
H -1.295 -1.529 -4.149
H -2.906 1.066 -3.996
H -2.531 2.729 -3.467
H -3.577 1.692 -2.475
H -0.155 0.333 -4.601
H 1.102 1.092 -3.602
H -0.161 2.087 -4.352
Cl 3.135 -6.805 -3.465
C 2.673 -5.304 -2.776
C 2.270 -5.265 -1.442
C 1.888 -4.057 -0.895
C 1.909 -2.904 -1.681
C 2.323 -2.952 -3.013
C 2.707 -4.157 -3.564
C 1.465 -1.650 -1.109
O 1.008 -1.526 0.074
O 1.452 -0.541 -1.781
H 2.265 -6.174 -0.859
H 1.571 -4.001 0.138
H 2.341 -2.049 -3.609
H 3.032 -4.226 -4.593
```

Properties
frontier orbital gap (alpha / beta): 6.933 / 7.301 eV
<S²>: 2.0206
spin multiplicity: 3
energy relative to the best compared isomer or geometry (same formula, charge and spin): 0.5599 eV
charge: +2
total energy: -187948.9193 eV

Results of the Mulliken charge analysis, in e, for atoms 1 through 4: 0.453 -1.308 0.828 -0.570

---

(2)
A structure of composition C31H32AuBrN4O4 at a distorted geometry. Source: OMol25; level of theory: ωB97M-V with the def2-TZVPD basis set.

```
73
C31H32AuBrN4O4 ωB97M-V with the def2-TZVPD basis set
Au -1.255 -0.593 -0.579
C -1.283 5.433 -4.482
C -1.434 4.401 -3.420
C -1.807 4.727 -2.133
C -1.871 3.765 -1.107
C -2.203 4.267 0.177
N -1.891 3.817 1.359
C -0.982 2.750 1.681
C -0.545 2.853 3.141
C 0.642 1.927 3.426
N 0.285 0.579 3.098
C 0.494 -0.511 3.759
C 0.097 -1.785 3.275
C 0.473 -2.927 3.994
C 0.162 -4.202 3.564
C 0.559 -5.405 4.349
C -0.529 -4.331 2.356
C -0.921 -3.245 1.579
C -1.614 -3.516 0.345
N -1.861 -2.698 -0.599
C -2.695 -3.012 -1.725
C -2.074 -2.805 -3.115
C -1.049 -1.676 -3.283
N -1.389 -0.424 -2.660
C -1.180 0.684 -3.264
C -1.370 2.026 -2.782
C -1.221 3.050 -3.712
C -1.702 2.358 -1.416
O -1.941 1.500 -0.518
C -0.670 -1.916 2.056
O -1.151 -0.862 1.518
H -1.506 6.427 -4.107
H -1.953 5.215 -5.311
H -0.269 5.435 -4.878
H -2.007 5.759 -1.882
H -2.753 5.203 0.179
H -2.288 4.292 2.163
H -0.122 2.804 1.008
H -1.478 1.794 1.477
H -1.373 2.585 3.796
H -0.246 3.878 3.367
H 0.948 2.000 4.473
H 1.485 2.216 2.788
H -0.114 0.441 2.157
H 1.003 -0.459 4.719
H 1.029 -2.799 4.910
H 1.113 -5.126 5.241
H 1.185 -6.060 3.745
H -0.322 -5.975 4.641
H -0.760 -5.327 2.007
H -1.963 -4.546 0.246
H -3.565 -2.355 -1.637
H -3.047 -4.049 -1.666
H -2.904 -2.646 -3.806
H -1.569 -3.722 -3.424
H -0.887 -1.536 -4.358
H -0.103 -1.993 -2.836
H -0.822 0.638 -4.295
H -0.965 2.794 -4.729
Br 5.644 -3.184 -2.436
C 4.995 -1.718 -1.402
C 5.886 -0.831 -0.815
C 5.397 0.228 -0.072
C 4.034 0.398 0.098
C 3.152 -0.496 -0.495
C 3.626 -1.554 -1.255
C 1.654 -0.320 -0.324
O 1.220 0.480 0.502
O 0.957 -1.047 -1.072
H 6.947 -0.966 -0.936
H 6.091 0.922 0.376
H 3.644 1.215 0.685
H 2.933 -2.238 -1.720
```

Properties
frontier orbital gap (alpha / beta): 4.673 / 4.672 eV
charge: +2
total energy: -120536.4222 eV

Results of the Mulliken charge analysis, in e, for atoms 1 through 4: 1.472 -1.645 0.114 -0.747

---

> total energy of number 1 (C31H32As2ClIN2O4W)?

-187948.9193 eV

---

> Number 2 is which compound?

C31H32AuBrN4O4

---

> What is the formula in the second record?

C31H32AuBrN4O4